108
Properties=species:S:1:pos:R:3:forces:R:3:mulliken_charge:R:1 method="wB97M-V/def2-TZVPD" relative_energy_kcal_mol=33.21 multiplicity=6 total_charge=+1 orbital_gap_ev="7.102 / 5.809" energy_ha=-3369.15434
Os -0.18074 -0.53712 0.05420 0.066 -0.037 0.291 2.958
O -0.51089 2.27652 0.92748 -0.022 0.079 0.025 -0.169
C -0.77279 2.61722 2.27787 0.077 -0.105 -0.115 -0.853
C -1.17487 1.37952 3.03745 0.034 0.059 0.168 0.531
C -1.11658 1.40653 4.42506 -0.006 0.014 0.067 -0.926
C -1.48084 0.28211 5.14147 0.016 0.005 0.001 -0.374
C -1.88477 -0.84710 4.44541 -0.031 0.018 -0.007 -1.207
C -1.91398 -0.78752 3.06664 -0.143 -0.067 -0.103 -0.146
N -1.58352 0.30615 2.36444 0.241 -0.302 0.071 0.413
H 0.07435 2.92817 0.52654 -0.040 -0.026 0.030 0.149
H -1.57779 3.35671 2.34898 -0.021 0.022 -0.056 0.296
H 0.11190 3.04024 2.75941 0.010 0.030 -0.010 0.461
H -0.77621 2.30166 4.93097 -0.006 -0.015 -0.006 0.490
H -1.43596 0.28158 6.22298 -0.005 0.000 -0.019 0.433
H -2.16945 -1.75736 4.95381 0.015 0.006 -0.004 0.464
H -2.21663 -1.64907 2.48193 0.038 0.013 0.027 0.444
O 0.30910 -2.61740 -1.22054 -0.099 -0.407 -0.143 -0.634
C 0.35825 -2.91479 -0.01571 -0.397 -0.067 0.096 -0.456
O -0.54537 -2.48657 0.82939 0.462 0.110 -0.186 -0.793
C 1.59180 -3.51414 0.54829 0.028 0.114 0.095 0.496
C 1.94383 -4.85013 0.47748 0.068 0.038 -0.015 -0.225
C 3.17012 -5.25697 0.98688 0.003 0.010 -0.013 -0.837
C 4.03078 -4.32549 1.55129 -0.015 0.023 -0.003 -0.692
C 3.67882 -2.98472 1.61387 -0.009 -0.040 0.032 -0.635
C 2.45028 -2.56415 1.11308 -0.005 -0.007 0.074 0.421
S 2.05638 -0.83210 1.17587 -0.162 0.282 -0.271 -0.382
H 1.26970 -5.56521 0.02324 0.000 0.013 0.009 0.527
H 3.45588 -6.29920 0.93759 -0.007 0.003 0.008 0.431
H 4.98815 -4.64342 1.94365 -0.004 0.007 -0.010 0.455
H 4.35741 -2.25840 2.04454 -0.030 -0.030 0.012 0.616
Te -2.78742 0.45537 -0.47437 -0.437 0.030 -0.247 0.117
C -4.51120 0.74389 -1.71520 0.112 0.123 0.014 0.265
C -5.23660 1.90278 -1.49150 -0.064 0.035 -0.032 -0.335
C -6.39657 2.14387 -2.22445 0.033 -0.022 0.015 -0.676
C -6.81389 1.22375 -3.17062 0.031 -0.044 -0.008 -0.466
C -6.07983 0.05922 -3.38880 -0.039 0.047 0.015 -0.679
C -4.92845 -0.18613 -2.66039 -0.020 -0.003 -0.019 -0.154
C -3.58848 -1.44539 -0.02322 0.020 -0.017 0.124 0.694
C -3.08079 -2.61259 -0.56883 -0.067 -0.001 -0.077 -0.147
C -3.70430 -3.81831 -0.26920 -0.012 0.016 0.004 -0.743
C -4.80627 -3.84584 0.57230 0.003 0.013 -0.003 -0.628
C -5.31026 -2.66625 1.10890 0.012 -0.023 -0.007 -0.628
C -4.70805 -1.45576 0.80416 0.043 -0.040 -0.009 -0.781
H -4.91041 2.62592 -0.75134 0.002 0.002 -0.008 0.308
H -6.96613 3.04825 -2.05407 0.009 -0.008 0.002 0.424
H -7.71399 1.40823 -3.74251 0.008 -0.009 0.006 0.396
H -6.41262 -0.66012 -4.12621 0.004 0.013 0.002 0.409
H -4.36410 -1.09506 -2.82905 0.004 0.004 0.009 0.386
H -2.21624 -2.59325 -1.22126 -0.005 -0.002 0.017 0.558
H -3.32127 -4.73747 -0.69401 -0.006 0.016 0.005 0.453
H -5.28193 -4.78915 0.80678 0.002 0.007 -0.002 0.422
H -6.17742 -2.68722 1.75606 0.011 -0.002 -0.007 0.451
H -5.11801 -0.53472 1.20318 0.008 0.002 0.005 0.411
C 7.61759 -4.97511 -1.53896 -0.035 0.013 0.016 -1.746
C 6.51102 -3.95632 -1.54063 0.032 -0.033 -0.033 0.570
C 6.59379 -2.81444 -0.75622 -0.006 0.011 0.019 -0.834
C 5.60738 -1.83366 -0.77010 0.090 0.002 -0.032 0.539
C 5.78506 -0.63874 0.13170 -0.026 0.005 -0.095 -1.925
C 4.50953 -2.02133 -1.61920 -0.020 0.006 0.120 1.895
Te 2.97798 -0.60406 -1.80789 -0.104 -0.036 0.034 0.651
N 0.13903 0.62105 -1.43290 -0.012 0.097 0.013 -0.538
C -0.64642 0.65394 -2.45432 0.171 0.033 0.149 0.454
O -1.93902 0.35075 -2.40912 0.110 0.016 -0.041 -0.507
C -0.13627 1.04802 -3.79220 -0.078 0.038 0.077 -0.129
C -0.83771 0.71866 -4.94768 0.000 0.005 -0.034 -0.453
C -0.31656 1.05399 -6.18888 0.013 -0.002 0.022 -0.742
C 0.89365 1.72906 -6.27889 -0.010 -0.016 0.008 -0.542
C 1.58614 2.07490 -5.12458 -0.013 -0.020 0.002 -0.677
C 1.07397 1.73219 -3.88443 0.052 0.048 -0.033 -0.072
C 4.20723 1.08640 -2.07260 0.032 -0.096 -0.114 0.906
C 5.15474 1.04601 -3.10205 0.098 0.010 -0.040 0.507
C 5.29794 -0.10317 -4.07171 0.002 0.052 0.088 -1.874
C 6.01284 2.13400 -3.24150 0.002 -0.020 -0.043 -1.128
C 5.93848 3.24372 -2.41301 0.025 0.010 0.011 0.537
C 6.88849 4.39952 -2.56972 -0.024 -0.024 0.014 -1.636
C 4.94948 3.26780 -1.43551 -0.018 0.051 0.006 -0.891
C 4.06991 2.20984 -1.25044 -0.007 0.076 0.051 1.154
C 3.02021 2.32003 -0.17295 0.044 -0.053 -0.015 -1.224
C 4.36755 -3.18892 -2.38414 -0.012 -0.078 -0.024 0.204
C 3.17099 -3.44907 -3.26682 0.019 0.039 0.037 -1.817
C 5.38412 -4.13199 -2.33754 0.012 -0.032 0.056 -1.051
H 8.18428 -4.94397 -0.60895 -0.008 0.001 -0.005 0.400
H 8.31488 -4.78111 -2.35671 -0.006 0.002 0.001 0.309
H 7.22766 -5.98370 -1.67403 -0.002 0.006 0.002 0.411
H 7.44597 -2.68411 -0.09664 -0.003 -0.004 -0.026 0.421
H 6.36104 -0.92149 1.01305 0.012 0.004 -0.016 0.570
H 4.83217 -0.22888 0.46839 -0.015 -0.011 0.004 0.072
H 6.32906 0.16047 -0.37750 -0.023 0.012 -0.009 0.372
H -1.78194 0.19709 -4.86807 0.006 0.011 -0.001 0.471
H -0.85740 0.78976 -7.08791 0.002 0.002 0.003 0.432
H 1.29450 1.99255 -7.24932 -0.009 -0.002 0.010 0.418
H 2.52230 2.61502 -5.18967 -0.002 -0.002 0.005 0.494
H 1.59835 2.01624 -2.98026 -0.017 -0.024 -0.020 0.704
H 4.33563 -0.55875 -4.31576 -0.006 0.024 -0.005 0.210
H 5.93923 -0.88977 -3.66742 -0.021 0.014 0.006 0.299
H 5.74166 0.24780 -5.00217 0.012 0.011 0.006 0.602
H 6.75575 2.10953 -4.03168 -0.016 0.018 0.003 0.408
H 7.51107 4.28507 -3.45541 -0.009 -0.003 0.000 0.381
H 7.54753 4.47673 -1.70310 -0.006 -0.005 -0.001 0.320
H 6.34654 5.34231 -2.65113 0.000 -0.002 -0.002 0.380
H 4.85569 4.14083 -0.79741 -0.001 -0.004 -0.021 0.470
H 2.81738 3.37057 0.03977 0.021 0.005 0.000 0.587
H 3.35726 1.85377 0.75641 -0.002 -0.036 -0.013 0.339
H 2.08269 1.84040 -0.46289 0.009 -0.005 -0.017 -0.390
H 2.22627 -3.22159 -2.76797 0.018 -0.025 0.020 0.172
H 3.14188 -4.49763 -3.55864 0.023 0.000 -0.016 0.509
H 3.21687 -2.85256 -4.18226 -0.004 0.013 0.009 0.269
H 5.28949 -5.03376 -2.93380 0.004 0.019 0.019 0.427